{
  "formula": "C37H49BClIrN8S4",
  "method": "ωB97M-V/def2-TZVPD",
  "species": ["Ir", "C", "C", "C", "C", "N", "C", "C", "N", "B", "N", "C", "C", "N", "C", "S", "C", "C", "C", "C", "N", "C", "C", "N", "C", "S", "C", "C", "C", "C", "C", "S", "H", "H", "H", "H", "H", "H", "H", "H", "H", "H", "H", "H", "H", "H", "H", "H", "H", "H", "H", "H", "H", "H", "H", "H", "H", "H", "H", "H", "H", "H", "H", "H", "H", "H", "S", "C", "C", "C", "C", "C", "C", "C", "C", "C", "N", "H", "H", "H", "H", "H", "H", "C", "C", "C", "C", "N", "C", "C", "H", "H", "H", "H", "H", "H", "H", "Cl", "C", "H", "H"],
  "coordinates": [[-0.163, -0.113, -0.569], [-0.742, -4.535, 1.384], [-0.671, -4.201, 2.869], [-0.073, -5.391, 3.614], [-2.065, -3.915, 3.436], [0.176, -2.985, 3.107], [1.257, -2.956, 3.972], [1.602, -1.670, 4.151], [0.744, -0.886, 3.415], [0.690, 0.644, 3.680], [1.796, 1.440, 2.957], [2.208, 2.657, 3.458], [3.298, 3.043, 2.774], [3.568, 2.066, 1.830], [2.614, 1.100, 1.946], [2.395, -0.286, 0.970], [4.795, 2.032, 0.976], [5.609, 3.301, 1.212], [4.408, 1.949, -0.500], [5.631, 0.820, 1.390], [-0.703, 1.225, 3.356], [-1.695, 1.247, 4.303], [-2.750, 1.907, 3.787], [-2.412, 2.290, 2.505], [-1.152, 1.846, 2.254], [-0.227, 2.061, 0.811], [-3.285, 3.126, 1.625], [-4.600, 3.427, 2.339], [-3.580, 2.363, 0.338], [-2.572, 4.449, 1.339], [-0.104, -1.694, 2.754], [-1.296, -1.172, 1.623], [-1.470, -5.333, 1.231], [0.226, -4.873, 1.015], [-1.048, -3.666, 0.809], [-0.682, -6.267, 3.398], [-0.081, -5.234, 4.693], [0.945, -5.603, 3.284], [-2.683, -4.810, 3.360], [-2.552, -3.111, 2.888], [-1.992, -3.632, 4.487], [1.696, -3.841, 4.389], [2.375, -1.242, 4.765], [0.867, 0.794, 4.860], [1.688, 3.144, 4.264], [3.891, 3.928, 2.893], [5.051, 4.195, 0.929], [6.503, 3.253, 0.593], [5.932, 3.384, 2.250], [3.702, 2.743, -0.756], [3.964, 0.985, -0.732], [5.300, 2.067, -1.115], [5.910, 0.892, 2.443], [6.541, 0.783, 0.791], [5.076, -0.104, 1.233], [-1.568, 0.791, 5.268], [-3.700, 2.124, 4.231], [-5.154, 2.515, 2.564], [-5.213, 4.034, 1.675], [-4.440, 3.996, 3.255], [-4.038, 1.396, 0.556], [-2.667, 2.192, -0.222], [-4.265, 2.944, -0.282], [-2.352, 4.969, 2.274], [-3.218, 5.086, 0.734], [-1.642, 4.288, 0.799], [-4.203, -0.769, -2.607], [-3.824, -2.185, -1.725], [-2.624, -2.100, -1.092], [-1.968, -0.857, -1.310], [-2.710, -0.045, -2.123], [-2.300, 1.275, -2.521], [-3.026, 2.127, -3.353], [-2.510, 3.372, -3.651], [-1.288, 3.750, -3.100], [-0.642, 2.855, -2.272], [-1.135, 1.650, -1.994], [-4.515, -3.013, -1.724], [-2.229, -2.906, -0.495], [-3.978, 1.801, -3.750], [-3.047, 4.049, -4.302], [-0.847, 4.714, -3.309], [0.299, 3.108, -1.797], [2.530, -5.773, -2.542], [1.825, -4.563, -2.007], [2.137, -4.023, -0.765], [1.467, -2.900, -0.319], [0.529, -2.287, -1.037], [0.220, -2.798, -2.235], [0.830, -3.923, -2.743], [3.173, -6.220, -1.787], [3.144, -5.496, -3.400], [1.811, -6.520, -2.878], [2.904, -4.469, -0.144], [1.696, -2.481, 0.650], [-0.552, -2.284, -2.792], [0.539, -4.304, -3.713], [2.671, -0.771, -2.366], [1.366, 0.370, -2.061], [0.870, 0.547, -3.009], [1.814, 1.286, -1.684]],
  "forces_ev_per_a": [[0.94, -2.01, 0.93], [0.08, 0.00, -0.01], [-0.26, 0.02, -0.01], [0.08, 0.11, 0.01], [0.04, 0.04, 0.00], [0.14, 0.17, -0.02], [0.00, -0.15, -0.02], [-0.01, 0.13, 0.09], [-0.13, -0.26, 0.30], [0.01, -0.04, -0.41], [0.34, 0.13, 0.22], [-0.07, -0.04, 0.11], [0.06, 0.05, -0.05], [-0.17, 0.06, 0.13], [-0.11, -0.11, -0.05], [-0.16, 0.18, -0.50], [0.09, -0.16, -0.13], [-0.11, 0.00, 0.06], [-0.04, 0.00, 0.00], [-0.03, 0.01, 0.01], [-0.13, 0.29, 0.20], [0.05, -0.06, 0.06], [-0.13, -0.04, -0.04], [0.12, -0.08, 0.13], [-0.04, -0.01, -0.04], [-0.10, -0.20, -0.66], [-0.01, 0.18, -0.24], [0.08, -0.10, 0.10], [0.02, -0.09, 0.03], [0.02, -0.04, 0.04], [0.19, 0.18, -0.11], [-0.17, 0.00, -0.71], [0.01, -0.01, 0.03], [-0.02, -0.04, 0.03], [0.01, -0.02, 0.02], [-0.02, 0.02, -0.01], [0.02, -0.04, 0.00], [-0.01, -0.03, 0.01], [0.02, -0.01, 0.00], [-0.03, -0.02, 0.01], [-0.02, -0.02, 0.00], [-0.05, -0.01, 0.02], [0.00, 0.01, -0.03], [-0.05, 0.00, 0.03], [0.03, -0.03, 0.02], [0.03, -0.02, -0.04], [0.03, 0.02, 0.01], [-0.02, -0.02, -0.02], [0.01, 0.04, -0.01], [0.03, 0.02, 0.00], [-0.02, 0.03, -0.02], [0.01, 0.04, 0.03], [0.01, 0.00, -0.01], [0.00, 0.01, 0.00], [0.02, -0.01, 0.00], [0.03, 0.04, 0.00], [0.00, 0.03, -0.02], [-0.02, 0.02, 0.01], [0.02, -0.01, -0.02], [-0.04, -0.01, 0.01], [-0.02, 0.01, 0.00], [-0.01, 0.01, 0.05], [-0.01, 0.01, 0.02], [-0.01, 0.02, -0.01], [-0.02, -0.01, 0.01], [-0.01, 0.02, -0.01], [0.20, -0.06, 0.10], [-0.11, 0.09, -0.12], [0.11, -0.25, 0.14], [0.93, 1.00, 0.23], [-0.49, -0.19, -0.21], [-0.04, 0.15, -0.12], [-0.05, 0.01, -0.04], [0.02, -0.03, 0.05], [-0.02, -0.05, 0.01], [0.11, 0.08, 0.06], [0.43, -0.34, 0.11], [0.02, -0.01, 0.03], [-0.03, 0.06, -0.01], [0.01, 0.04, -0.04], [-0.02, -0.02, 0.00], [0.00, 0.00, 0.01], [-0.01, 0.01, -0.03], [-0.03, 0.07, 0.02], [0.07, -0.02, 0.06], [-0.13, 0.00, -0.20], [0.07, -0.06, 0.21], [-0.49, 1.33, -0.06], [-0.15, -0.04, -0.12], [0.01, -0.10, 0.09], [0.01, -0.02, -0.02], [0.01, -0.03, 0.00], [0.01, 0.00, -0.01], [-0.03, 0.01, 0.04], [-0.06, -0.02, 0.00], [0.08, 0.01, -0.03], [-0.03, 0.07, -0.01], [0.20, -0.02, -0.14], [-1.18, 0.22, 0.52], [0.01, -0.03, -0.01], [0.06, 0.00, -0.01]],
  "lowdin_charge": [0.98, -0.03, -0.53, -0.05, -0.03, 0.02, -0.03, -0.05, 0.02, -0.58, 0.01, -0.04, -0.03, 0.02, -0.66, 0.74, -0.54, -0.05, -0.05, -0.03, 0.02, -0.03, -0.02, 0.03, -0.64, 0.73, -0.53, -0.05, -0.02, -0.03, -0.62, 0.76, 0.10, 0.08, 0.01, 0.10, 0.09, 0.09, 0.09, 0.04, 0.10, 0.12, 0.13, 0.13, 0.13, 0.12, 0.09, 0.09, 0.09, 0.09, 0.00, 0.10, 0.09, 0.09, 0.05, 0.13, 0.12, 0.09, 0.10, 0.09, 0.10, 0.03, 0.10, 0.10, 0.09, 0.04, 1.06, -0.39, -0.25, -0.37, -0.52, -0.32, -0.01, -0.04, -0.03, -0.16, -0.03, 0.07, 0.06, 0.11, 0.12, 0.11, 0.10, -0.03, -0.24, -0.01, -0.23, -0.07, -0.15, 0.00, 0.08, 0.10, 0.09, 0.13, 0.02, 0.12, 0.13, 0.59, -0.70, 0.01, -0.03],
  "fmax_ev_per_a": 2.408,
  "multiplicity": 2,
  "s_squared": 0.758,
  "e_tot_ev": -110462.9104,
  "lumo_energy_ev": [-2.72, -3.32],
  "orbital_gap_ev": [6.6, 6.6],
  "total_charge": 1,
  "homo_ev": [-9.306, -9.925]
}